[1]
Formula: CH3IO4S
Source: the OMol25 dataset
Level of theory: ωB97M-V with the def2-TZVPD basis set

Atoms and positions in Å:
C 1.1831 -0.2436 -0.7500
O -0.7130 2.0049 0.7009
O -2.2799 0.6126 2.0684
O 0.3958 -0.9724 0.1810
O 1.0516 -1.8055 0.8997
S -1.3278 0.7395 1.0046
I -2.3220 -0.1583 -1.1326
H 0.8743 0.8374 -0.5990
H 0.8840 -0.6200 -1.8571
H 2.2539 -0.3947 -0.5158

As for the gap between HOMO and LUMO (spin up / spin down): 8.8 / 7.2 eV. Its energy above the lowest of the compared OMol25 structures with the same formula, charge and spin is 359.5 kJ/mol. For the LUMO energy (spin up / spin down), the calculation gives -0.0390 / -0.1147 Ha.


[2]
Formula: CH3IOS
Source: the OMol25 dataset
Level of theory: ωB97M-V with the def2-TZVPD basis set

Atoms and positions in Å:
C -0.5415 0.3036 0.4796
O -0.2804 -1.1273 -1.7872
S 0.6642 -0.9905 0.2490
I 2.5241 0.1060 -0.6432
H -1.0334 0.3116 -0.5025
H -0.2080 1.3430 0.7761
H -1.1250 0.0536 1.4282

As for the gap between HOMO and LUMO (spin up / spin down): 8.2 / 8.2 eV. Its energy above the lowest of the compared OMol25 structures with the same formula, charge and spin is 391.5 kJ/mol. For the LUMO energy (spin up / spin down), the calculation gives -0.0485 / -0.0500 Ha.


[3]
Formula: CH3IOS2
Source: the OMol25 dataset
Level of theory: ωB97M-V with the def2-TZVPD basis set

Atoms and positions in Å:
C -0.5577 -0.7372 -0.8271
O -0.3937 1.8309 0.4699
S 1.1990 -0.4459 -0.5265
S 1.1686 1.3202 0.5976
I 1.3366 0.4678 2.9751
H -0.9400 -0.6099 -1.9060
H -1.1081 0.0045 -0.2494
H -0.7048 -1.8305 -0.5336

As for the gap between HOMO and LUMO: 7.9 eV. Its energy above the lowest of the compared OMol25 structures with the same formula, charge and spin is 98.3 kJ/mol. For the LUMO energy, the calculation gives -0.0569 Ha.


[4]
Formula: CH3IOS2
Source: the OMol25 dataset
Level of theory: ωB97M-V with the def2-TZVPD basis set

Atoms and positions in Å:
C -0.3906 1.0873 -0.0241
O -1.1003 0.1424 0.6893
S -0.3621 -1.0215 1.4872
S 1.9543 -1.4546 -1.2059
I 0.2563 -2.6770 -0.4050
H 0.4607 1.5561 0.6453
H -1.1355 1.7626 -0.4349
H 0.3172 0.6047 -0.7519

As for the gap between HOMO and LUMO (spin up / spin down): 6.5 / 6.5 eV. Its energy above the lowest of the compared OMol25 structures with the same formula, charge and spin is 247.2 kJ/mol. For the LUMO energy (spin up / spin down), the calculation gives -0.0647 / -0.0647 Ha.


[5]
Formula: CH3IrN5SbSe4Te
Source: the OMol25 dataset
Level of theory: ωB97M-V with the def2-TZVPD basis set

Atoms and positions in Å:
Ir -0.6731 -0.4668 -1.5983
Se 2.3143 1.3707 -5.8634
Sb 1.3884 1.6701 -3.6528
Se -1.0740 0.9652 -3.4425
Se 1.6745 -0.2973 -2.0392
Se 1.9161 3.7570 -2.5306
N -1.2834 -0.3812 3.9044
N -0.6097 -0.4543 2.7004
N 0.6875 -0.2404 2.5744
C 0.8459 -0.3572 1.2787
N -0.3094 -0.6403 0.6445
N -1.2366 -0.7220 1.5672
H -1.0877 -1.2301 4.4290
H -2.2672 -0.3987 3.6524
H 1.7679 -0.2028 0.7467
Te -2.0536 -2.3718 -2.3710

As for the gap between HOMO and LUMO (spin up / spin down): 4.9 / 4.8 eV. Its energy above the lowest of the compared OMol25 structures with the same formula, charge and spin is 24.3 kJ/mol. As for the net charge: -2. For the LUMO energy (spin up / spin down), the calculation gives 0.1566 / 0.1556 Ha.


[6]
Formula: CH3MgNdO2
Source: the OMol25 dataset
Level of theory: ωB97M-V with the def2-TZVPD basis set

Atoms and positions in Å:
O 2.8723 -0.1864 -0.1698
Mg 1.2114 0.5450 -0.3675
O -0.5722 0.7956 -0.0018
C -1.8476 0.2680 -0.0051
Nd 5.0478 -1.7447 0.5280
H -1.9365 -0.6636 -0.5990
H -2.1725 0.0138 1.0235
H -2.6027 0.9724 -0.4083

As for the gap between HOMO and LUMO (spin up / spin down): 5.1 / 5.2 eV. Its energy above the lowest of the compared OMol25 structures with the same formula, charge and spin is 112.8 kJ/mol. The multiplicity is 5. As for the net charge: +1. For the LUMO energy (spin up / spin down), the calculation gives -0.2135 / -0.2112 Ha.


[7]
Formula: CH3N2O
Source: the OMol25 dataset
Level of theory: ωB97M-V with the def2-TZVPD basis set

Atoms and positions in Å:
C 0.2327 -0.1088 0.0971
N -2.0544 -0.8953 0.4022
N -1.0194 -0.4906 0.3405
O 0.1955 1.2361 -0.0679
H 0.4730 -1.0533 -1.4589
H 1.1211 -0.4692 0.7823
H 1.0516 1.7810 -0.0953

As for the gap between HOMO and LUMO (spin up / spin down): 8.9 / 8.9 eV. Its energy above the lowest of the compared OMol25 structures with the same formula, charge and spin is 404.7 kJ/mol. As for the net charge: +1. For the LUMO energy (spin up / spin down), the calculation gives -0.2669 / -0.2669 Ha.


[8]
Formula: CH3N2O
Source: the OMol25 dataset
Level of theory: ωB97M-V with the def2-TZVPD basis set

Atoms and positions in Å:
C -0.1529 0.7500 0.0724
N 1.9073 0.3427 -0.0231
N -0.7694 -0.2910 -0.0561
O 2.8652 -0.3792 -0.0300
H 1.9865 1.3921 0.1653
H -1.7009 0.0021 -0.2704
H -0.5192 -1.3211 0.0703

As for the gap between HOMO and LUMO: 8.7 eV. Its energy above the lowest of the compared OMol25 structures with the same formula, charge and spin is 520.1 kJ/mol. As for the net charge: +1. For the LUMO energy, the calculation gives -0.2513 Ha.


[9]
Formula: CH3N2O2
Source: the OMol25 dataset
Level of theory: ωB97M-V with the def2-TZVPD basis set

Atoms and positions in Å:
C -0.8680 0.1919 1.2548
N -0.5829 -0.9241 0.7799
N 1.4268 0.2410 -1.9357
O 0.2509 0.2099 -2.3939
O 1.6189 -0.2942 -0.7938
H -0.3846 1.1437 0.9969
H 0.2057 -0.8474 0.0966
H -1.6667 0.2792 1.9951

As for the gap between HOMO and LUMO: 7.8 eV. Its energy above the lowest of the compared OMol25 structures with the same formula, charge and spin is 246.5 kJ/mol. As for the net charge: -1. For the LUMO energy, the calculation gives 0.1627 Ha.


[10]
Formula: CH3N2O2
Source: the OMol25 dataset
Level of theory: ωB97M-V with the def2-TZVPD basis set

Atoms and positions in Å:
C -0.8873 -0.0904 0.0012
N -3.6596 -0.4157 -0.1215
N 0.3405 0.3217 0.0041
O -4.5433 0.2330 0.0231
O -1.8567 0.6200 0.1622
H -1.1802 -1.0874 -0.3680
H 1.0449 -0.2770 -0.2087
H 0.3994 1.2699 0.1140

As for the gap between HOMO and LUMO (spin up / spin down): 8.5 / 8.5 eV. Its energy above the lowest of the compared OMol25 structures with the same formula, charge and spin is 50.6 kJ/mol. As for the net charge: +1. For the LUMO energy (spin up / spin down), the calculation gives -0.2783 / -0.2783 Ha.


[11]
Formula: CH3N2O2S
Source: the OMol25 dataset
Level of theory: ωB97M-V with the def2-TZVPD basis set

Atoms and positions in Å:
C 0.9809 -1.9926 0.0357
N 0.5655 -0.9524 -0.1725
S 0.4085 0.9647 -0.0696
N -1.4853 0.7239 -0.1618
O 0.9252 1.0595 1.2083
O 1.0337 1.3113 -1.3149
H 1.3010 -3.1002 0.1592
H -1.6953 0.4486 0.7037
H -2.0342 1.5373 -0.3881

As for the gap between HOMO and LUMO: 11.3 eV. Its energy above the lowest of the compared OMol25 structures with the same formula, charge and spin is 292.2 kJ/mol. As for the net charge: +1. The SMILES is C#[N+]S(N)(=O)=O. For the LUMO energy, the calculation gives -0.1988 Ha.


[12]
Formula: CH3N2OP
Source: the OMol25 dataset
Level of theory: ωB97M-V with the def2-TZVPD basis set

Atoms and positions in Å:
C 1.1740 -1.0348 0.6323
N 0.2398 -0.2398 0.7180
N -0.7097 0.4154 0.6322
O -0.8035 0.7327 -1.9637
P -1.6591 0.8862 -0.8090
H 2.1873 -0.8821 0.9060
H 1.1002 -1.9760 0.0817
H -1.5289 2.0985 -0.1974

As for the gap between HOMO and LUMO (spin up / spin down): 7.9 / 7.9 eV. Its energy above the lowest of the compared OMol25 structures with the same formula, charge and spin is 337.2 kJ/mol. For the LUMO energy (spin up / spin down), the calculation gives -0.0276 / -0.0276 Ha.


[13]
Formula: CH3N2OP
Source: the OMol25 dataset
Level of theory: ωB97M-V with the def2-TZVPD basis set

Atoms and positions in Å:
C -1.0167 0.5764 -0.3933
N 2.4815 2.0457 -1.6368
N 2.9320 1.0113 -1.6691
O 0.0794 0.1303 -0.2970
P 3.7150 -0.3041 -1.4437
H -1.7957 -0.1245 -0.7428
H -1.3166 1.6018 -0.2110
H 3.7974 -0.6206 -2.7818

As for the gap between HOMO and LUMO (spin up / spin down): 7.1 / 8.4 eV. Its energy above the lowest of the compared OMol25 structures with the same formula, charge and spin is 74.4 kJ/mol. The multiplicity is 3. For the LUMO energy (spin up / spin down), the calculation gives 0.0333 / -0.0680 Ha.


[14]
Formula: CH3N2S
Source: the OMol25 dataset
Level of theory: ωB97M-V with the def2-TZVPD basis set

Atoms and positions in Å:
C 0.1828 -0.1803 0.1696
N 0.7695 0.9030 0.4565
N -0.9957 -0.8523 0.1345
S 1.8719 -0.3250 -0.2692
H 0.7050 2.6371 -1.2142
H -1.7315 -0.3714 0.7025
H -0.8020 -1.8110 0.0203

As for the gap between HOMO and LUMO (spin up / spin down): 6.3 / 10.4 eV. Its energy above the lowest of the compared OMol25 structures with the same formula, charge and spin is 366.7 kJ/mol. As for the net charge: +1. For the LUMO energy (spin up / spin down), the calculation gives -0.3081 / -0.2098 Ha.


[15]
Formula: CH3N3O
Source: the OMol25 dataset
Level of theory: ωB97M-V with the def2-TZVPD basis set

Atoms and positions in Å:
H 0.6900 -1.5291 -0.3061
N 0.2386 -0.6703 -0.4723
C 0.2097 0.3583 0.2489
O -0.1471 1.5662 -0.1637
H 0.2696 0.4169 1.3129
H -0.5891 1.3747 -1.0837
N 0.5230 -1.9369 -2.8818
N -0.4111 -1.3666 -2.9759

As for the gap between HOMO and LUMO: 10.9 eV. Its energy above the lowest of the compared OMol25 structures with the same formula, charge and spin is 29.6 kJ/mol. The SMILES is [H]/N=C/O.N#N. For the LUMO energy, the calculation gives 0.0379 Ha.


[16]
Formula: CH3N3O
Source: the OMol25 dataset
Level of theory: ωB97M-V with the def2-TZVPD basis set

Atoms and positions in Å:
C -0.2188 -1.1261 -0.2738
N 1.5836 2.2787 1.6254
N 0.7814 1.8285 0.9617
N -0.4086 -1.1700 -1.5007
O -0.0702 1.3851 0.2967
H -0.9570 -1.1020 0.4309
H 0.6954 -1.1622 0.2230
H -1.4057 -0.9320 -1.7632

As for the gap between HOMO and LUMO (spin up / spin down): 6.5 / 9.0 eV. Its energy above the lowest of the compared OMol25 structures with the same formula, charge and spin is 345.8 kJ/mol. The multiplicity is 3. For the LUMO energy (spin up / spin down), the calculation gives 0.0379 / -0.0850 Ha.


[17]
Formula: CH3N3O
Source: the OMol25 dataset
Level of theory: ωB97M-V with the def2-TZVPD basis set

Atoms and positions in Å:
C 0.2432 -0.7336 1.2419
N 1.0786 -0.3863 0.1708
N -0.7400 0.1382 0.7707
N -0.0444 0.2413 -0.4891
O 0.3781 -1.4105 2.2130
H 1.6524 -1.0242 -0.3618
H -1.8259 -0.0837 0.7436
H 0.1639 1.2220 -0.7077

As for the gap between HOMO and LUMO (spin up / spin down): 4.8 / 7.1 eV. Its energy above the lowest of the compared OMol25 structures with the same formula, charge and spin is 364.7 kJ/mol. The multiplicity is 3. For the LUMO energy (spin up / spin down), the calculation gives 0.0322 / -0.1141 Ha.


[18]
Formula: CH3N3O2
Source: the OMol25 dataset
Level of theory: ωB97M-V with the def2-TZVPD basis set

Atoms and positions in Å:
C -1.2715 -0.2925 -0.3259
N -0.5746 0.2975 0.5782
O -0.2971 -0.1221 1.6788
O 0.0781 1.5223 0.1612
H -1.0318 -0.0708 -1.3161
H -1.4738 -1.3314 -0.1927
H 0.4386 1.9326 0.9731
N 2.5949 -1.0923 -0.8900
N 1.5372 -0.8433 -0.6665

As for the gap between HOMO and LUMO: 10.2 eV. Its energy above the lowest of the compared OMol25 structures with the same formula, charge and spin is 356.2 kJ/mol. The SMILES is C=[N+]([O-])O.N#N. For the LUMO energy, the calculation gives 0.0281 Ha.


[19]
Formula: CH3N3O2S
Source: the OMol25 dataset
Level of theory: ωB97M-V with the def2-TZVPD basis set

Atoms and positions in Å:
C 1.8309 0.2582 0.0026
N 2.7309 -0.2864 -0.5871
N 1.0533 1.0636 0.3865
N -1.3143 -1.4611 -0.1198
O -2.6384 0.7835 0.0836
O -0.2700 1.0549 0.4540
S -1.2798 -0.0639 -0.5783
H 3.2627 -1.0734 -0.1311
H -2.3598 1.6606 -0.2620
H -1.0155 -1.9358 0.7515

As for the gap between HOMO and LUMO: 10.0 eV. Its energy above the lowest of the compared OMol25 structures with the same formula, charge and spin is 433.7 kJ/mol. For the LUMO energy, the calculation gives 0.0109 Ha.


[20]
Formula: CH3N3O2Si
Source: the OMol25 dataset
Level of theory: ωB97M-V with the def2-TZVPD basis set

Atoms and positions in Å:
C 1.8486 -1.4304 -2.9504
N 2.6406 -1.9433 -3.5975
N 0.0480 -0.1110 0.8497
N -1.4352 -1.6571 -0.9355
O -2.1225 -1.6640 -1.9427
O -1.4885 -2.4819 -0.0321
Si -0.2169 -0.3376 -0.8002
H 0.7080 0.5563 1.2129
H -0.1497 -0.8555 1.5009
H -0.5201 0.7529 -1.6903

As for the gap between HOMO and LUMO (spin up / spin down): 7.4 / 7.4 eV. Its energy above the lowest of the compared OMol25 structures with the same formula, charge and spin is 348.3 kJ/mol. For the LUMO energy (spin up / spin down), the calculation gives -0.0984 / -0.0984 Ha.